The following is a DFT calculation (the ωB97M-V functional and the def2-TZVPD basis) of a 14-piece molecular cluster, C64H165N13O15 overall.

Last column: Löwdin charge in e.
Cartesian coordinates (Å):
C (-3.010, -15.968, -24.529)  -0.4793
H (-0.541, -20.006, -20.331)  0.1218
H (1.742, -19.418, -13.830)  0.0676
C (0.012, -9.833, -19.973)  -0.4209
H (-2.008, -16.871, -20.790)  0.0649
H (1.338, -16.161, -16.433)  0.1085
H (2.935, -19.150, -20.997)  0.0633
N (7.210, -13.759, -13.565)  0.0496
H (4.652, -11.712, -17.555)  0.0987
H (3.025, -17.081, -11.722)  0.1165
H (-5.092, -19.068, -19.162)  0.0678
C (0.255, -21.652, -19.089)  -0.2405
H (-1.452, -11.368, -16.614)  0.1008
C (0.489, -15.652, -16.889)  -0.1046
H (-10.043, -20.350, -18.667)  0.0844
H (-3.126, -19.026, -11.780)  0.0876
C (3.991, -9.885, -18.735)  -0.3862
H (2.973, -14.263, -12.666)  0.0417
C (-6.027, -15.698, -16.061)  -0.4257
H (-2.928, -20.217, -16.998)  0.0597
C (-6.742, -14.636, -15.342)  -0.2877
C (1.159, -9.266, -20.887)  -0.0447
C (-5.323, -18.466, -20.041)  -0.0753
H (-1.475, -18.586, -11.313)  0.0859
N (-1.830, -15.476, -23.876)  0.0447
H (-1.100, -16.170, -23.950)  0.0809
N (0.483, -11.008, -19.324)  0.0516
H (7.452, -11.659, -15.511)  0.0884
H (0.893, -11.613, -20.021)  0.0800
C (7.437, -18.600, -19.559)  -0.1671
H (-3.728, -13.938, -25.158)  0.1187
C (5.202, -17.647, -20.130)  -0.4372
N (-5.176, -15.210, -17.190)  0.0599
H (-3.487, -15.141, -19.856)  0.0738
H (5.373, -15.552, -21.148)  0.0496
H (7.086, -14.750, -13.717)  0.0683
H (5.812, -18.391, -18.201)  0.1142
H (4.424, -23.561, -15.166)  0.1272
H (-0.629, -22.139, -18.677)  0.1157
H (0.376, -18.356, -16.519)  0.0743
C (-2.162, -13.176, -14.622)  -0.0859
H (-6.630, -19.628, -21.184)  0.1299
H (-1.631, -8.995, -21.028)  0.1281
H (0.330, -17.948, -18.256)  0.0669
H (5.103, -16.677, -22.177)  0.0817
H (5.903, -11.089, -15.022)  0.0477
H (5.871, -22.070, -21.436)  0.0862
H (6.719, -16.671, -21.383)  0.0659
H (-10.385, -18.536, -18.963)  0.0772
H (2.946, -22.802, -14.683)  0.1326
H (4.670, -13.905, -19.797)  0.0666
H (4.185, -21.482, -21.486)  0.0679
H (-2.594, -13.637, -17.103)  0.0631
H (-4.849, -15.523, -27.141)  0.0835
N (-1.681, -16.085, -17.917)  -0.0928
H (-0.575, -16.108, -21.279)  0.0682
C (-2.252, -11.040, -15.951)  -0.1435
C (3.156, -20.660, -16.350)  -0.0638
H (-3.494, -16.353, -17.579)  0.0351
H (-11.137, -19.637, -19.881)  0.0769
H (0.217, -14.348, -20.109)  0.1214
H (-3.383, -11.447, -21.566)  0.0784
H (2.537, -19.409, -12.197)  0.0807
H (5.554, -22.487, -12.187)  0.0831
H (0.813, -12.038, -14.774)  0.0825
H (4.142, -15.609, -16.762)  0.0719
C (-1.056, -16.520, -20.392)  -0.0185
H (4.812, -7.929, -18.198)  0.0789
H (8.091, -13.626, -14.039)  0.0736
H (1.486, -12.521, -16.351)  0.0817
H (3.067, -17.033, -19.957)  0.0716
H (-1.182, -8.363, -14.993)  0.0915
C (3.981, -17.040, -19.363)  -0.0531
C (-1.886, -21.036, -15.144)  -0.4096
C (6.371, -19.669, -22.500)  -0.0246
H (1.626, -14.305, -18.189)  0.1016
C (6.685, -11.797, -14.749)  -0.0685
O (5.016, -15.169, -15.079)  -0.2012
O (-1.556, -19.800, -12.954)  -0.1920
H (-4.560, -18.651, -20.797)  0.0647
H (-0.943, -20.676, -15.555)  0.1207
C (5.803, -19.956, -21.071)  -0.4591
H (0.896, -19.974, -12.402)  0.0767
H (2.505, -16.962, -13.404)  0.1077
C (-0.757, -16.630, -16.956)  -0.4561
H (1.932, -8.826, -20.257)  0.0495
H (5.561, -9.327, -17.472)  0.0632
H (7.901, -20.340, -20.569)  0.1134
H (-3.661, -12.523, -17.363)  0.0825
H (-0.068, -14.125, -12.408)  0.0778
H (6.359, -13.557, -20.152)  0.0870
H (-8.411, -16.725, -15.199)  0.0761
H (5.067, -9.945, -12.465)  0.0850
H (-5.145, -17.415, -19.816)  0.0616
C (4.637, -22.563, -12.773)  -0.0506
C (0.289, -15.080, -12.792)  -0.0540
H (8.184, -18.749, -18.779)  0.1092
H (-2.677, -13.748, -19.191)  0.0486
H (-0.282, -9.507, -16.122)  0.0809
O (4.607, -21.882, -14.063)  -0.1512
H (5.307, -13.078, -13.767)  0.1164
C (-3.498, -17.165, -23.771)  -0.0679
C (5.641, -16.605, -21.232)  -0.0125
H (-1.499, -15.664, -15.146)  0.0411
H (6.550, -14.303, -16.290)  0.1171
H (3.772, -9.701, -19.786)  0.1099
C (6.205, -17.794, -19.025)  -0.1506
C (-5.187, -16.518, -15.059)  -0.0280
O (5.245, -11.869, -19.544)  -0.1779
H (-5.951, -14.040, -14.888)  0.1324
C (-1.333, -15.474, -19.260)  -0.4206
C (1.720, -12.332, -15.303)  -0.1267
C (4.302, -11.453, -18.554)  -0.1557
H (-2.779, -16.344, -25.525)  0.1231
C (-2.837, -21.114, -16.384)  -0.0527
H (-1.232, -13.534, -15.063)  0.0618
H (5.132, -13.441, -16.330)  0.0894
H (5.546, -19.846, -23.189)  0.0802
H (-7.216, -14.052, -16.130)  0.1240
N (2.821, -8.593, -14.639)  0.0730
H (-2.642, -14.094, -14.284)  0.0782
H (3.369, -11.979, -18.756)  0.1030
H (-2.153, -17.777, -12.600)  0.0713
C (3.966, -22.586, -15.002)  -0.3223
H (-4.536, -17.123, -15.690)  0.0577
H (4.330, -23.607, -12.837)  0.0874
H (5.840, -13.610, -18.548)  0.0629
C (-2.136, -18.774, -12.159)  -0.1087
H (-4.181, -11.479, -20.019)  0.0802
C (5.140, -8.948, -18.403)  -0.0567
H (-4.526, -14.540, -16.805)  0.0118
H (-1.758, -22.379, -13.612)  0.0650
H (4.991, -21.619, -19.955)  0.0636
H (4.165, -16.040, -18.970)  0.0562
H (1.102, -15.616, -10.992)  0.1299
H (-2.305, -17.151, -15.395)  0.0462
H (4.063, -16.899, -15.415)  0.0882
H (7.219, -20.267, -22.833)  0.0779
H (-4.278, -17.699, -24.314)  0.0695
H (7.873, -18.081, -20.413)  0.0946
O (3.669, -18.899, -21.562)  -0.0127
H (1.654, -9.987, -21.539)  0.0789
O (1.309, -20.494, -20.890)  -0.0533
H (-4.078, -9.947, -20.997)  0.0862
H (3.173, -14.788, -11.140)  0.0627
C (2.169, -16.890, -12.369)  -0.1470
H (1.505, -16.025, -18.623)  0.0910
C (-2.970, -12.356, -15.484)  -0.4450
H (2.348, -9.074, -15.391)  0.0162
C (6.205, -13.159, -14.380)  -0.4440
H (-2.755, -17.946, -23.609)  0.0836
H (2.238, -20.535, -15.775)  0.0574
H (-0.154, -9.034, -19.250)  0.1333
H (6.748, -20.645, -19.227)  0.1050
C (-0.767, -9.358, -15.158)  -0.0981
H (-0.341, -11.536, -19.075)  0.0460
H (-0.550, -15.770, -12.705)  0.0632
H (4.535, -9.833, -14.603)  0.1004
H (0.685, -21.015, -18.316)  0.1042
H (-7.924, -17.970, -18.917)  0.1203
C (3.694, -9.627, -13.941)  -0.4304
N (-1.838, -22.386, -14.619)  0.0340
C (-6.733, -18.710, -20.606)  -0.4185
C (2.893, -10.958, -13.812)  -0.1349
C (0.951, -15.158, -18.264)  -0.1798
C (-0.257, -18.019, -17.340)  -0.0258
H (-4.556, -15.906, -14.415)  0.0742
H (0.917, -23.447, -18.693)  0.0886
H (6.746, -18.645, -22.521)  0.0617
C (0.091, -20.893, -20.369)  -0.2460
H (5.981, -8.984, -19.095)  0.0763
H (-3.342, -20.450, -13.692)  0.1302
C (-8.782, -15.738, -14.922)  -0.0824
C (5.735, -14.015, -15.626)  -0.1268
C (4.639, -16.148, -15.954)  -0.1340
H (-5.879, -17.077, -14.429)  0.0811
H (-0.449, -17.364, -20.066)  0.0556
H (-1.846, -12.629, -13.734)  0.0916
H (0.511, -14.984, -13.855)  0.0470
H (0.107, -9.475, -14.517)  0.0556
H (2.145, -8.392, -13.916)  0.0558
O (-7.697, -14.957, -14.431)  -0.1514
H (2.856, -9.865, -16.981)  0.0260
H (6.587, -16.845, -18.650)  0.1168
C (-7.807, -18.883, -19.501)  -0.1947
C (-1.307, -9.999, -20.754)  -0.1943
H (-6.742, -16.363, -16.545)  0.1211
C (-3.569, -10.854, -20.671)  -0.0908
H (3.933, -22.001, -12.159)  0.0770
H (4.865, -21.981, -16.844)  0.1402
H (3.520, -11.757, -13.417)  0.1060
H (-2.817, -10.441, -16.665)  0.1201
O (-2.828, -16.854, -18.055)  -0.0301
C (-0.104, -14.549, -19.087)  -0.1515
H (-6.386, -17.483, -22.283)  0.0579
O (2.525, -11.221, -15.197)  -0.2321
H (0.328, -14.843, -16.177)  0.0776
H (-7.338, -19.590, -18.817)  0.1137
H (-4.689, -16.984, -26.261)  0.0608
H (-3.878, -16.853, -22.798)  0.0741
H (-9.265, -15.261, -15.775)  0.0930
H (-6.318, -16.404, -26.696)  0.0878
H (3.673, -17.650, -18.514)  0.0738
H (-7.882, -17.586, -21.829)  0.0634
H (-3.855, -21.445, -16.179)  0.0800
H (0.882, -8.422, -21.519)  0.0755
C (-10.181, -19.527, -19.369)  -0.0688
N (2.797, -9.558, -17.941)  0.0543
O (-2.347, -10.575, -19.980)  -0.2179
H (3.143, -22.517, -18.252)  0.0498
H (5.477, -16.601, -16.483)  0.0723
C (5.156, -21.370, -21.003)  -0.0279
H (-0.359, -21.581, -21.085)  0.1244
H (-1.078, -18.733, -17.396)  0.0710
N (3.065, -22.842, -17.299)  0.0399
H (3.793, -19.945, -15.830)  0.0628
H (2.029, -13.307, -14.925)  0.0779
H (-3.834, -12.039, -14.900)  0.1454
O (-1.759, -10.315, -14.765)  -0.1749
C (4.290, -9.210, -12.676)  -0.0727
H (1.969, -10.081, -18.187)  0.0148
C (-4.061, -14.843, -24.650)  -0.1710
O (-5.339, -15.301, -25.134)  -0.1943
O (1.085, -22.757, -19.339)  -0.0806
H (3.506, -9.148, -11.921)  0.0858
H (-5.728, -14.681, -17.850)  0.0794
N (4.730, -18.997, -20.666)  -0.0970
C (1.619, -19.243, -12.761)  -0.0893
N (-3.320, -13.124, -16.626)  0.0482
O (1.203, -17.987, -12.190)  -0.2138
H (1.987, -10.876, -13.212)  0.1280
H (-2.664, -22.953, -14.747)  0.0662
H (7.116, -11.319, -13.869)  0.0846
H (-2.398, -21.710, -17.185)  0.0557
O (-8.984, -19.303, -20.195)  -0.1993
C (5.512, -13.267, -19.530)  -0.1116
C (7.010, -19.983, -20.053)  -0.1289
C (-1.321, -16.689, -15.472)  -0.0045
H (-0.655, -17.247, -14.815)  0.0816
C (-2.524, -14.632, -19.810)  -0.0277
C (-2.392, -20.093, -14.091)  -0.1980
N (2.495, -14.414, -11.789)  0.0502
H (1.840, -21.282, -21.025)  0.0809
H (-0.403, -13.585, -18.674)  0.0952
H (4.676, -8.191, -12.708)  0.0882
N (-6.949, -17.531, -21.446)  0.0378
C (-5.327, -16.105, -26.354)  -0.0832
H (-1.582, -14.609, -24.330)  0.0736
H (-4.304, -14.500, -23.644)  0.1222
C (1.526, -15.539, -11.994)  -0.3961
H (-9.501, -15.973, -14.138)  0.0898
H (-1.100, -10.677, -21.582)  0.1273
H (-2.343, -14.214, -20.800)  0.0803
C (3.883, -22.034, -16.373)  -0.3877
H (-2.535, -19.115, -14.550)  0.0971
H (2.094, -22.767, -17.032)  0.0543
H (2.994, -20.236, -17.341)  0.0622

As for the molar mass: 1357.1 g mol⁻¹. The value obtained for the total energy is -4377.38529 a.u. The value obtained for the LUMO energy is 0.42 eV. As for the HOMO energy: -8.1 eV. As for the spin multiplicity: 1. The maximum force is 3.7 eV Å⁻¹.